[1]
Entry from OMol25: a structure of composition C11H18N5O3PdS (the ωB97M-V functional and the def2-TZVPD basis).

```
39
Properties=species:S:1:pos:R:3:forces:R:3:nbo_charge:R:1
Pd 1.239 -0.451 -1.441 0.09 -0.01 0.07 0.59
O 2.395 -0.010 0.495 0.10 0.06 -0.11 -0.66
N 2.998 1.175 0.512 -0.06 0.08 -0.05 0.00
C 4.004 1.336 1.401 -0.02 -0.01 0.01 0.03
C 4.674 2.520 1.517 0.00 0.04 -0.02 -0.27
C 4.303 3.580 0.681 0.00 -0.04 0.02 -0.17
C 3.294 3.397 -0.226 0.00 -0.02 0.03 -0.24
C 2.610 2.170 -0.337 0.02 -0.11 0.01 0.03
S 1.351 1.919 -1.479 0.00 0.09 -0.02 -0.31
H 4.208 0.453 1.987 0.00 0.00 0.00 0.23
H 5.471 2.611 2.239 0.00 0.00 0.00 0.23
H 4.814 4.532 0.742 0.00 0.00 0.00 0.22
H 2.989 4.185 -0.899 0.00 0.00 0.00 0.23
N -0.622 -1.271 -2.724 -0.08 0.09 0.01 -0.83
C -1.312 -1.535 -1.452 0.02 0.09 0.06 -0.19
C -2.835 -1.730 -1.471 0.02 -0.03 0.13 -0.44
C -3.534 -0.628 -0.657 0.02 0.01 -0.07 -0.41
C -3.443 -0.789 0.867 0.03 -0.02 0.03 -0.23
N -2.136 -1.170 1.398 -0.17 0.24 0.21 -0.60
C -1.042 -0.413 1.437 -0.10 -0.05 0.10 0.69
N -1.092 0.922 1.260 -0.11 0.03 -0.04 -0.80
N 0.128 -0.976 1.703 0.18 0.04 -0.05 -0.78
C -0.493 -2.591 -0.655 0.03 0.04 -0.17 0.77
O -1.082 -3.295 0.190 -0.02 -0.16 -0.06 -0.77
O 0.745 -2.557 -0.857 0.10 -0.15 0.02 -0.74
H -1.109 -0.575 -3.274 0.00 -0.01 0.01 0.37
H -0.516 -2.110 -3.282 0.06 -0.01 0.03 0.38
H -1.133 -0.612 -0.890 -0.05 -0.04 -0.02 0.20
H -3.079 -2.716 -1.068 -0.05 0.02 -0.02 0.24
H -3.197 -1.691 -2.499 0.00 0.00 -0.02 0.21
H -4.599 -0.588 -0.899 0.00 -0.01 0.01 0.22
H -3.121 0.341 -0.959 0.00 0.00 -0.02 0.19
H -4.109 -1.597 1.168 -0.01 0.02 0.04 0.22
H -3.800 0.107 1.380 -0.01 0.02 -0.04 0.20
H -1.922 -2.162 1.288 0.05 -0.17 -0.08 0.46
H -1.956 1.312 0.928 -0.05 0.01 -0.04 0.40
H -0.266 1.343 0.853 0.12 0.08 -0.03 0.43
H 0.188 -1.980 1.574 -0.01 0.01 0.06 0.43
H 0.987 -0.459 1.448 -0.10 -0.12 0.03 0.45
```
Positions in Å, forces in eV/Å.

The value obtained for the LUMO energy (spin up / spin down) is 0.46 / 0.44 eV. Its multiplicity is 2. As for the expectation value of S²: 0.753. Its HOMO energy (spin up / spin down) is -7.01 / -7.34 eV.



[2]
Entry from OMol25: a structure of composition C5H9NO at a distorted geometry (the ωB97M-V functional and the def2-TZVPD basis).

```
16
Properties=species:S:1:pos:R:3:forces:R:3:nbo_charge:R:1
C 1.483 -1.091 -0.184 -0.02 -0.11 -0.09 -0.62
C 0.453 -0.518 0.758 0.14 -0.53 -0.01 -0.05
N 0.824 0.838 1.189 -0.10 -0.11 0.03 -0.51
C -0.283 1.291 0.744 0.45 -0.13 0.24 0.53
O -0.583 2.575 0.944 0.04 -0.08 -0.07 -0.65
C -0.908 0.025 0.197 0.00 -0.01 0.04 -0.28
C -1.203 -0.143 -1.288 0.03 0.06 -0.03 -0.61
H 1.652 -0.414 -1.028 -0.05 -0.15 0.09 0.21
H 1.185 -2.073 -0.556 0.09 0.02 -0.04 0.21
H 2.433 -1.182 0.355 -0.14 -0.06 -0.10 0.23
H 0.319 -1.150 1.642 -0.04 -0.15 -0.18 0.19
H 0.244 2.756 1.446 -0.59 0.98 -0.08 0.50
H -1.768 -0.310 0.789 0.15 0.12 -0.05 0.22
H -0.398 0.249 -1.917 -0.11 -0.02 0.11 0.21
H -2.133 0.358 -1.573 0.13 -0.02 0.07 0.22
H -1.317 -1.210 -1.518 0.01 0.20 0.06 0.22
```
Positions in Å, forces in eV/Å.

The value obtained for the LUMO energy is 0.98 eV. The energy relative to the best compared isomer or geometry (same formula, charge and spin) is 39.7 kcal/mol. Its HOMO energy is -9.72 eV.



[3]
Entry from OMol25: the molecule C4H5N3S at a distorted geometry (the ωB97M-V functional and the def2-TZVPD basis).

```
13
Properties=species:S:1:pos:R:3:forces:R:3:nbo_charge:R:1
C 1.415 -0.754 0.559 0.57 -0.13 0.33 -0.58
C 0.033 -0.513 0.113 -0.58 -0.61 1.26 0.24
C -2.018 -0.779 -0.468 1.20 -0.45 0.34 0.29
C -0.686 0.809 -0.039 1.15 0.82 0.16 0.34
H 1.930 1.214 -0.592 0.26 -0.17 0.06 0.15
H 1.646 -1.820 0.526 -0.29 0.03 -0.09 0.25
H 1.633 -0.439 1.582 -0.31 0.30 -0.11 0.24
H -2.882 -1.384 -0.649 -0.38 -0.12 -0.24 0.20
H -0.708 2.716 -0.096 -0.08 -0.42 0.74 0.36
N -0.769 -1.484 -0.088 -1.28 0.80 -0.71 -0.43
N -1.989 0.494 -0.518 0.06 0.20 0.20 -0.48
N -0.145 1.929 0.271 -0.85 -0.78 -1.40 -0.56
S 2.540 0.011 -0.602 0.52 0.53 -0.54 -0.01
```
Positions in Å, forces in eV/Å.

The value obtained for the LUMO energy is -1.21 eV. The energy relative to the best compared isomer or geometry (same formula, charge and spin) is 36.1 kcal/mol. Its HOMO energy is -9.34 eV.



Repeat the first record exactly.
Entry from OMol25: a structure of composition C11H18N5O3PdS (the ωB97M-V functional and the def2-TZVPD basis).

```
39
Properties=species:S:1:pos:R:3:forces:R:3:nbo_charge:R:1
Pd 1.239 -0.451 -1.441 0.09 -0.01 0.07 0.59
O 2.395 -0.010 0.495 0.10 0.06 -0.11 -0.66
N 2.998 1.175 0.512 -0.06 0.08 -0.05 0.00
C 4.004 1.336 1.401 -0.02 -0.01 0.01 0.03
C 4.674 2.520 1.517 0.00 0.04 -0.02 -0.27
C 4.303 3.580 0.681 0.00 -0.04 0.02 -0.17
C 3.294 3.397 -0.226 0.00 -0.02 0.03 -0.24
C 2.610 2.170 -0.337 0.02 -0.11 0.01 0.03
S 1.351 1.919 -1.479 0.00 0.09 -0.02 -0.31
H 4.208 0.453 1.987 0.00 0.00 0.00 0.23
H 5.471 2.611 2.239 0.00 0.00 0.00 0.23
H 4.814 4.532 0.742 0.00 0.00 0.00 0.22
H 2.989 4.185 -0.899 0.00 0.00 0.00 0.23
N -0.622 -1.271 -2.724 -0.08 0.09 0.01 -0.83
C -1.312 -1.535 -1.452 0.02 0.09 0.06 -0.19
C -2.835 -1.730 -1.471 0.02 -0.03 0.13 -0.44
C -3.534 -0.628 -0.657 0.02 0.01 -0.07 -0.41
C -3.443 -0.789 0.867 0.03 -0.02 0.03 -0.23
N -2.136 -1.170 1.398 -0.17 0.24 0.21 -0.60
C -1.042 -0.413 1.437 -0.10 -0.05 0.10 0.69
N -1.092 0.922 1.260 -0.11 0.03 -0.04 -0.80
N 0.128 -0.976 1.703 0.18 0.04 -0.05 -0.78
C -0.493 -2.591 -0.655 0.03 0.04 -0.17 0.77
O -1.082 -3.295 0.190 -0.02 -0.16 -0.06 -0.77
O 0.745 -2.557 -0.857 0.10 -0.15 0.02 -0.74
H -1.109 -0.575 -3.274 0.00 -0.01 0.01 0.37
H -0.516 -2.110 -3.282 0.06 -0.01 0.03 0.38
H -1.133 -0.612 -0.890 -0.05 -0.04 -0.02 0.20
H -3.079 -2.716 -1.068 -0.05 0.02 -0.02 0.24
H -3.197 -1.691 -2.499 0.00 0.00 -0.02 0.21
H -4.599 -0.588 -0.899 0.00 -0.01 0.01 0.22
H -3.121 0.341 -0.959 0.00 0.00 -0.02 0.19
H -4.109 -1.597 1.168 -0.01 0.02 0.04 0.22
H -3.800 0.107 1.380 -0.01 0.02 -0.04 0.20
H -1.922 -2.162 1.288 0.05 -0.17 -0.08 0.46
H -1.956 1.312 0.928 -0.05 0.01 -0.04 0.40
H -0.266 1.343 0.853 0.12 0.08 -0.03 0.43
H 0.188 -1.980 1.574 -0.01 0.01 0.06 0.43
H 0.987 -0.459 1.448 -0.10 -0.12 0.03 0.45
```
Positions in Å, forces in eV/Å.

The value obtained for the LUMO energy (spin up / spin down) is 0.46 / 0.44 eV. Its multiplicity is 2. As for the expectation value of S²: 0.753. Its HOMO energy (spin up / spin down) is -7.01 / -7.34 eV.



Please write out number 1 again, unchanged.
Entry from OMol25: a structure of composition C11H18N5O3PdS (the ωB97M-V functional and the def2-TZVPD basis).

```
39
Properties=species:S:1:pos:R:3:forces:R:3:nbo_charge:R:1
Pd 1.239 -0.451 -1.441 0.09 -0.01 0.07 0.59
O 2.395 -0.010 0.495 0.10 0.06 -0.11 -0.66
N 2.998 1.175 0.512 -0.06 0.08 -0.05 0.00
C 4.004 1.336 1.401 -0.02 -0.01 0.01 0.03
C 4.674 2.520 1.517 0.00 0.04 -0.02 -0.27
C 4.303 3.580 0.681 0.00 -0.04 0.02 -0.17
C 3.294 3.397 -0.226 0.00 -0.02 0.03 -0.24
C 2.610 2.170 -0.337 0.02 -0.11 0.01 0.03
S 1.351 1.919 -1.479 0.00 0.09 -0.02 -0.31
H 4.208 0.453 1.987 0.00 0.00 0.00 0.23
H 5.471 2.611 2.239 0.00 0.00 0.00 0.23
H 4.814 4.532 0.742 0.00 0.00 0.00 0.22
H 2.989 4.185 -0.899 0.00 0.00 0.00 0.23
N -0.622 -1.271 -2.724 -0.08 0.09 0.01 -0.83
C -1.312 -1.535 -1.452 0.02 0.09 0.06 -0.19
C -2.835 -1.730 -1.471 0.02 -0.03 0.13 -0.44
C -3.534 -0.628 -0.657 0.02 0.01 -0.07 -0.41
C -3.443 -0.789 0.867 0.03 -0.02 0.03 -0.23
N -2.136 -1.170 1.398 -0.17 0.24 0.21 -0.60
C -1.042 -0.413 1.437 -0.10 -0.05 0.10 0.69
N -1.092 0.922 1.260 -0.11 0.03 -0.04 -0.80
N 0.128 -0.976 1.703 0.18 0.04 -0.05 -0.78
C -0.493 -2.591 -0.655 0.03 0.04 -0.17 0.77
O -1.082 -3.295 0.190 -0.02 -0.16 -0.06 -0.77
O 0.745 -2.557 -0.857 0.10 -0.15 0.02 -0.74
H -1.109 -0.575 -3.274 0.00 -0.01 0.01 0.37
H -0.516 -2.110 -3.282 0.06 -0.01 0.03 0.38
H -1.133 -0.612 -0.890 -0.05 -0.04 -0.02 0.20
H -3.079 -2.716 -1.068 -0.05 0.02 -0.02 0.24
H -3.197 -1.691 -2.499 0.00 0.00 -0.02 0.21
H -4.599 -0.588 -0.899 0.00 -0.01 0.01 0.22
H -3.121 0.341 -0.959 0.00 0.00 -0.02 0.19
H -4.109 -1.597 1.168 -0.01 0.02 0.04 0.22
H -3.800 0.107 1.380 -0.01 0.02 -0.04 0.20
H -1.922 -2.162 1.288 0.05 -0.17 -0.08 0.46
H -1.956 1.312 0.928 -0.05 0.01 -0.04 0.40
H -0.266 1.343 0.853 0.12 0.08 -0.03 0.43
H 0.188 -1.980 1.574 -0.01 0.01 0.06 0.43
H 0.987 -0.459 1.448 -0.10 -0.12 0.03 0.45
```
Positions in Å, forces in eV/Å.

The value obtained for the LUMO energy (spin up / spin down) is 0.46 / 0.44 eV. Its multiplicity is 2. As for the expectation value of S²: 0.753. Its HOMO energy (spin up / spin down) is -7.01 / -7.34 eV.